Below is a cluster of 2 separate species, C26H32F2N3O6P in total, with properties calculated with ωB97M-V/def2-TZVPD.

XYZ file:
```
70
C26H32F2N3O6P ωB97M-V/def2-TZVPD
C -1.4915 5.1483 -0.0008
C -0.8065 3.7200 -0.4406
O -0.8093 3.4539 -1.8885
C -2.1084 2.9549 -2.3633
C -2.2346 1.3267 -2.4805
C -1.6967 0.4845 -1.1814
C -2.7464 0.2996 0.1080
C -2.3070 -0.5077 1.5061
C -0.7820 -1.1902 1.5811
P -0.3551 -2.1040 3.2140
N 0.5018 -0.8613 4.2292
O 0.7250 -3.4466 2.9677
C 0.2299 -1.0405 0.2788
C 1.7215 -1.7891 0.3903
C 1.5472 -3.3299 -0.1416
C 1.9594 -3.5787 -1.7083
N 1.6534 -5.0421 -2.0714
C -0.1712 -0.1981 -1.1095
C 0.9148 -0.0965 -2.3776
C 1.5684 1.3956 -2.5584
F 0.2350 -0.5917 -3.6330
C -3.4062 -0.5890 2.7433
O -3.1230 -0.4814 4.0429
C -4.9953 -0.7651 2.2514
F -5.9816 -1.5899 3.0364
C -5.3882 -0.0166 0.9904
C -6.9247 -0.0512 0.3982
O -7.1465 -1.3727 -0.2117
N -6.4261 -1.3366 -1.3614
O -6.0123 -2.5034 -1.4702
C -4.2941 0.8918 0.1096
O -4.7061 1.9946 -0.5168
H -1.9549 5.7536 -0.9090
H -2.4248 4.8662 0.6857
H -0.7710 5.8409 0.6364
H -1.2687 2.8692 0.2172
H 0.3409 3.7945 -0.1200
H -2.9360 3.4797 -1.7242
H -2.2389 3.3799 -3.4713
H -1.7583 1.0109 -3.5085
H -3.3977 1.0773 -2.5780
H 1.2849 -1.2964 4.7642
H 0.8070 -0.0532 3.6440
H 1.6062 -3.3089 3.4466
H 2.5619 -1.1924 -0.2068
H 2.0760 -1.7403 1.5291
H 0.3905 -3.5924 -0.0548
H 2.1665 -4.0986 0.5267
H 3.0720 -3.2698 -1.9561
H 1.2798 -2.9385 -2.4518
H 2.2560 -5.6312 -1.4562
H 0.6247 -5.1880 -1.8698
H 1.8350 -0.8424 -2.2310
H 0.9086 1.9720 -3.3671
H 1.4700 1.9842 -1.5511
H 2.6764 1.2423 -2.9282
H -7.6815 0.1972 1.2840
H -7.0799 0.8079 -0.3970
C 4.8786 0.6054 -0.1043
C 4.4308 0.8686 1.1899
C 5.3038 0.7420 2.2700
C 6.6247 0.3476 2.0563
C 7.0701 0.0754 0.7631
C 6.1981 0.2056 -0.3175
H 4.2000 0.7106 -0.9464
H 3.4007 1.1735 1.3568
H 4.9553 0.9506 3.2781
H 7.3058 0.2514 2.8973
H 8.0979 -0.2378 0.5969
H 6.5460 -0.0043 -1.3255
```

The value obtained for the total energy is -58938.751 eV. The calculation puts the LUMO energy at -2.09 eV. Its gap between HOMO and LUMO is 6.4 eV.

Below is a cluster of 3 separate species, C27H26BrI2NO2 in total, with properties calculated with ωB97M-V/def2-TZVPD.

XYZ file:
```
59
C27H26BrI2NO2 ωB97M-V/def2-TZVPD
C 3.9598 -1.9327 0.9895
C 2.6243 -1.1155 0.8603
C 2.6684 -0.4346 -0.5467
C 2.6244 -0.1092 2.0186
C 1.2356 0.5286 2.3712
C 0.0105 -0.3116 2.0813
C -1.0238 0.1834 1.2930
Br -0.8391 1.9453 0.5359
C -2.1681 -0.5286 1.0331
C -2.3358 -1.8156 1.5538
C -1.3242 -2.3452 2.3296
I -1.5235 -4.3228 3.1035
C -0.1772 -1.5868 2.5998
I 1.2921 -2.4684 3.8739
C -3.6270 -2.5646 1.2531
O -4.1351 -3.3767 1.9989
C -4.3140 -2.2339 -0.0293
C -4.1591 -1.0019 -0.5216
N -4.7759 -0.5388 -1.6732
C -3.3085 0.0199 0.2072
O -3.6101 1.1891 0.1093
H 4.7956 -1.2884 0.6910
H 3.9336 -2.8665 0.4214
H 4.0973 -2.1452 2.0592
H 1.8294 -1.8661 0.8919
H 2.3377 0.6082 -0.5385
H 2.0810 -1.0638 -1.2272
H 3.6946 -0.4889 -0.9286
H 3.0886 -0.4969 2.9276
H 3.2751 0.7251 1.7101
H 1.2325 0.6979 3.4612
H 1.2055 1.5173 1.9187
H -4.9428 -2.9580 -0.5408
H -4.9741 -1.2732 -2.3374
H -4.3041 0.2531 -2.0887
C 7.4554 2.2373 2.3687
C 8.0345 1.0009 2.6205
C 7.3865 0.0831 3.4363
C 6.1547 0.3987 3.9930
C 5.5743 1.6337 3.7384
C 6.2256 2.5548 2.9296
H 7.9624 2.9538 1.7349
H 8.9923 0.7525 2.1810
H 7.8412 -0.8787 3.6375
H 5.6466 -0.3190 4.6256
H 4.6120 1.8787 4.1714
H 5.7745 3.5198 2.7352
C -7.0131 2.0462 -4.7651
C -6.1016 1.0229 -4.5447
C -5.4336 0.4445 -5.6160
C -5.6706 0.8959 -6.9072
C -6.5795 1.9214 -7.1269
C -7.2538 2.4939 -6.0566
H -7.5359 2.4947 -3.9298
H -5.9131 0.6762 -3.5366
H -4.7266 -0.3586 -5.4452
H -5.1465 0.4481 -7.7421
H -6.7633 2.2747 -8.1337
H -7.9665 3.2903 -6.2292
```

The value obtained for the total energy is -120248.532 eV. The calculation puts the LUMO energy at -1.01 eV. Its gap between HOMO and LUMO is 7.6 eV.

Below is a cluster of 2 separate species, C4H9N in total, with properties calculated with ωB97M-V/def2-TZVPD.

XYZ file:
```
14
C4H9N ωB97M-V/def2-TZVPD
C -1.7654 -1.3447 1.0574
C -0.9658 -2.3533 1.3910
H -1.6349 -0.3405 1.4448
H -2.5766 -1.5305 0.3678
H -0.1305 -2.3169 2.0752
H -1.2122 -3.3130 0.9549
C 1.2438 0.6736 0.0403
C 1.4659 1.6021 -0.9620
N 0.5537 1.8958 -1.8634
H 0.3027 0.1397 0.1156
H 1.9417 0.6461 0.8657
H 2.3690 2.1900 -0.9980
H -0.3691 1.4744 -1.9048
H 0.7777 2.5770 -2.5845
```

Its energy relative to the best compared isomer or geometry (same formula, charge and spin) is 186.3 kJ/mol. The value obtained for the total energy is -5774.507 eV. The calculation puts the LUMO energy (alpha / beta) at -4.03 / -7.67 eV. Its charge is +1. As for the multiplicity: 2. Its gap between HOMO and LUMO (alpha / beta) is 9.4 / 5.7 eV.

Below is an isolated molecule of C5H7NO, with properties calculated with ωB97M-V/def2-TZVPD.

XYZ file:
```
14
C5H7NO ωB97M-V/def2-TZVPD
C 1.0027 0.9351 1.3853
C 0.1863 0.0379 0.4962
N -1.2564 0.2944 0.3488
C -1.8338 -0.6539 -0.4460
C -0.7098 -1.0818 -1.3672
C 0.5598 -0.3532 -0.9133
O 1.5929 -0.1741 -1.5045
H 2.0290 0.5567 1.4233
H 0.5861 0.8949 2.3978
H 1.0243 1.9737 1.0547
H -1.5911 1.2025 0.0410
H 0.1589 -0.9484 0.9812
H -1.1960 -0.5701 -2.2192
H -0.5529 -2.1137 -1.6781
```

Its energy relative to the best compared isomer or geometry (same formula, charge and spin) is 361.5 kJ/mol. The value obtained for the total energy is -8832.456 eV. The calculation puts the LUMO energy at 0.32 eV. Its gap between HOMO and LUMO is 8.5 eV.

Below is a structure of composition C3H3GdLiO4, with properties calculated with ωB97M-V/def2-TZVPD.

XYZ file:
```
12
C3H3GdLiO4 ωB97M-V/def2-TZVPD
H 1.9971 -0.5363 -0.5583
C 1.1305 -1.5114 -0.8370
C 0.5119 -0.1902 -0.6984
O -0.0782 0.0154 0.4635
C -0.7735 1.2236 0.7304
O -0.3405 2.2722 0.2459
O -1.7400 1.0860 1.4866
O 0.7699 -2.4661 -0.0541
Gd -2.2446 3.7264 1.5727
H 1.2758 -1.6965 -1.9292
H 0.0947 0.3239 -1.5740
Li -0.6029 -2.2470 1.1519
```

Its energy relative to the best compared isomer or geometry (same formula, charge and spin) is 234.3 kJ/mol. The value obtained for the total energy is -32368.585 eV. The calculation puts the LUMO energy (alpha / beta) at -9.34 / -9.53 eV. Its charge is +2. As for the multiplicity: 9. Its gap between HOMO and LUMO (alpha / beta) is 4.2 / 7.4 eV.

Below is an isolated molecule of C13H20, with properties calculated with ωB97M-V/def2-TZVPD.

XYZ file:
```
33
C13H20 ωB97M-V/def2-TZVPD
C -1.9042 -1.0993 -0.8846
C -0.9375 -1.6648 -0.0771
C -1.9366 0.3120 -1.3848
C -0.6175 1.0004 -1.6481
C 1.7367 -1.2717 -1.5965
C 1.4198 -1.8547 -0.2145
C 1.8727 0.3889 -1.4076
C 0.2414 -1.0746 0.3913
C 0.5602 0.8073 -0.7489
C 0.3399 0.4932 0.7320
C 1.6016 0.6848 1.7166
C -1.2221 1.0801 2.7865
C -0.9473 1.0252 1.2694
H -2.9170 -1.5105 -1.1087
H -1.1154 -2.6982 0.1016
H -2.5124 0.1876 -2.3122
H -2.6940 0.8818 -0.8583
H -0.4512 0.6068 -2.6999
H -0.8163 2.0620 -2.0241
H 2.6339 -1.7539 -2.0076
H 0.8314 -1.2673 -2.1991
H 1.1917 -2.9885 -0.2417
H 2.3102 -1.7636 0.4024
H 2.7431 0.6517 -0.7540
H 1.8425 0.8427 -2.3534
H 1.6229 1.7885 1.9773
H 2.4964 0.3742 1.3143
H 1.3023 0.2180 2.5477
H -1.3405 0.0808 3.1411
H -2.2108 1.4961 2.8234
H -0.4598 1.4394 3.4619
H -1.0514 2.1004 0.9637
H -1.6126 0.4249 0.8919
```

Its energy relative to the best compared isomer or geometry (same formula, charge and spin) is 430.5 kJ/mol. The value obtained for the total energy is -13800.343 eV. The calculation puts the LUMO energy (alpha / beta) at 0.49 / 0.76 eV. Its gap between HOMO and LUMO (alpha / beta) is 7.2 / 7.5 eV.